1 | Below is a 2-piece molecular cluster, CH3F2NS overall, with properties calculated with ωB97M-V with the def2-TZVPD basis set.

Values from the calculation:
HOMO level (spin up / spin down) = -9.47 / -9.31 eV
orbital gap (spin up / spin down) = 8.6 / 8.6 eV
total charge = 0

CARTESIAN COORDINATES (ANGSTROEM)
1 C 1.60 -0.52 0.24
2 N 0.70 0.31 0.88
3 F -3.03 -0.28 -0.92
4 F -2.77 2.13 -0.43
5 S -2.17 0.72 0.09
6 H 1.27 -1.57 0.22
7 H 2.70 -0.62 0.73
8 H 1.70 -0.15 -0.81

---

2 | Below is a 2-piece molecular cluster, CH3F2NS overall, with properties calculated with ωB97M-V with the def2-TZVPD basis set.

Values from the calculation:
HOMO level = -9.15 eV
orbital gap = 7.9 eV
total charge = 0
SMILES = C=NS.FF

CARTESIAN COORDINATES (ANGSTROEM)
1 C 0.03 -0.46 0.32
2 H 3.01 1.18 0.81
3 H -0.25 -1.49 0.08
4 H -0.78 0.27 0.46
5 N 1.27 -0.21 0.43
6 F -2.65 -0.16 -2.09
7 F -2.30 -0.54 -0.81
8 S 1.69 1.41 0.81

---

3 | Below is a 2-piece molecular cluster, CH3F2NS overall, with properties calculated with ωB97M-V with the def2-TZVPD basis set.

Values from the calculation:
HOMO level = -10.51 eV
orbital gap = 9.1 eV
total charge = 0

CARTESIAN COORDINATES (ANGSTROEM)
1 C -1.36 0.07 0.00
2 N 0.57 1.12 0.18
3 F 1.78 -0.55 -1.42
4 F 1.63 -1.07 1.03
5 S 1.80 0.35 0.08
6 H -1.04 -0.80 0.80
7 H -1.42 -0.01 -1.04
8 H -1.96 0.90 0.36

---

Going by the computed energies, the most stable comes first: 3, 1, 2.